14
Properties=species:S:1:pos:R:3 method="wB97M-V/def2-TZVPD" homo_lumo_gap_ev=9.07 smiles="CP(C)(C)=S" homo_ev=-8.4
C -0.378 1.345 1.379
P -0.379 0.256 -0.425
C -0.680 -1.545 -0.104
C 1.341 0.218 -0.904
S -1.662 0.865 -1.706
H -1.091 2.066 1.135
H -0.621 0.550 2.040
H 0.634 1.604 1.580
H -1.189 -1.507 0.882
H -1.189 -2.132 -0.914
H 0.225 -2.097 -0.075
H 1.891 1.058 -1.294
H 1.764 -0.101 0.008
H 1.333 -0.580 -1.600

14
Properties=species:S:1:pos:R:3 method="wB97M-V/def2-TZVPD" homo_lumo_gap_ev="7.54 / 7.68" homo_ev="-7.7 / -8.0"
C -0.525 -0.942 -0.969
C -1.755 0.795 0.721
C 2.036 0.230 0.849
P -1.060 -0.879 0.815
S 2.711 -0.590 -0.485
H 0.515 -0.673 -1.100
H -1.322 -0.276 -1.458
H -0.703 -1.967 -1.421
H -2.795 0.749 0.311
H -1.147 1.341 -0.085
H -1.735 1.251 1.660
H 1.250 0.840 0.639
H 1.737 -0.476 1.697
H 2.793 0.597 -1.174

13
Properties=species:S:1:pos:R:3 method="wB97M-V/def2-TZVPD" homo_lumo_gap_ev=5.82 homo_ev=-2.4 total_charge=-1
C -1.911 2.797 1.041
C -1.495 1.353 1.309
H -1.728 3.430 1.909
H -2.910 2.923 0.636
H -1.274 3.225 0.253
H -0.434 1.228 1.097
H -1.685 0.941 2.300
H -1.938 0.705 0.545
C 2.740 -3.822 -2.030
S 2.337 -1.613 -1.011
H 3.769 -3.610 -1.765
H 2.034 -4.236 -1.327
H 2.496 -3.321 -2.957

13
Properties=species:S:1:pos:R:3 method="wB97M-V/def2-TZVPD" homo_lumo_gap_ev="2.72 / 6.94" spin_multiplicity=2 s_squared=0.75 homo_ev="4.0 / -0.3" total_charge=-2
S -1.803 -3.217 -0.960
H -2.827 -4.026 -0.794
C -0.522 0.834 -0.675
C 0.540 0.017 0.061
C 1.306 0.890 1.064
H -0.320 1.910 -0.614
H -1.523 0.799 -0.242
H -0.591 0.532 -1.725
H 1.245 -0.424 -0.647
H 0.040 -0.853 0.491
H 2.184 1.359 0.600
H 0.725 1.753 1.415
H 1.546 0.424 2.024

13
Properties=species:S:1:pos:R:3 method="wB97M-V/def2-TZVPD" homo_lumo_gap_ev="10.23 / 7.02" spin_multiplicity=2 s_squared=0.75 homo_ev="-9.3 / -8.9"
C 1.186 0.628 1.299
C 1.338 0.093 -0.083
H 0.195 0.344 1.768
H 1.072 1.732 1.093
H 2.132 0.500 1.952
H 0.718 0.568 -0.884
H 2.374 0.170 -0.415
H 0.936 -0.987 -0.189
C -1.857 -0.604 -0.875
S -3.646 -0.631 -1.073
H -1.582 -0.236 0.142
H -1.385 -1.629 -1.018
H -1.481 0.051 -1.717

14
Properties=species:S:1:pos:R:3 method="wB97M-V/def2-TZVPD" homo_lumo_gap_ev=5.35 homo_ev=-2.2 total_charge=-1
C -0.395 -2.960 -0.601
S 1.345 -2.483 -0.399
H -0.737 -3.726 0.112
H -0.736 -3.372 -1.538
H -0.991 -2.079 -0.376
C -0.436 1.983 1.497
S -0.363 2.581 -0.233
C 0.758 1.291 -0.863
H -1.142 1.156 1.539
H 0.546 1.610 1.773
H -0.864 2.810 2.051
H 0.399 0.284 -0.702
H 1.690 1.431 -0.335
H 0.928 1.474 -1.924

14
Properties=species:S:1:pos:R:3 method="wB97M-V/def2-TZVPD" homo_lumo_gap_ev="9.59 / 6.63" spin_multiplicity=2 s_squared=0.75 homo_ev="-8.7 / -8.7"
C 0.207 -2.637 1.414
S 1.296 -1.199 1.587
H -0.759 -2.151 1.120
H 0.459 -3.349 0.516
H -0.076 -2.993 2.387
C -0.699 1.317 -1.638
C 0.452 1.708 -0.570
S -0.464 1.749 0.969
H -1.146 0.357 -1.702
H -0.189 1.619 -2.556
H -1.458 2.172 -1.492
H 1.255 0.952 -0.548
H 0.926 2.694 -0.803
H 0.196 -0.239 1.317

15
Properties=species:S:1:pos:R:3 method="wB97M-V/def2-TZVPD" homo_lumo_gap_ev="8.90 / 5.88" spin_multiplicity=2 s_squared=0.76 homo_ev="-8.4 / -8.4"
C -0.411 -2.387 -0.026
C 0.842 -1.769 -0.642
S 0.455 -0.934 -2.221
S 0.827 1.080 -1.874
H -0.951 -2.997 -0.755
H -1.091 -1.603 0.307
H -0.135 -3.014 0.827
H 1.589 -2.516 -0.899
H 1.293 -1.040 0.031
H 0.187 1.198 -0.622
C -0.526 2.926 1.157
S -0.449 1.131 1.215
H -1.435 3.262 0.650
H -0.553 3.318 2.177
H 0.359 3.346 0.675

8
Properties=species:S:1:pos:R:3 method="wB97M-V/def2-TZVPD" homo_lumo_gap_ev="8.13 / 7.79" homo_ev="-9.3 / -9.3"
C -1.207 -0.466 -0.113
C 0.010 -0.953 -0.116
C 1.229 1.373 0.227
O 0.493 2.305 0.138
Cl 2.891 1.221 0.099
Br -2.836 -1.490 -0.145
Br 0.630 -2.627 -0.272
H -1.209 0.636 0.183

8
Properties=species:S:1:pos:R:3 method="wB97M-V/def2-TZVPD" homo_lumo_gap_ev="7.75 / 7.13" spin_multiplicity=3 s_squared=2.02 homo_ev="-7.4 / -10.9"
C -1.316 1.688 0.230
C -0.141 -0.023 1.170
C -0.286 0.639 0.083
N -2.123 2.455 -0.097
O 0.195 -0.625 2.095
Br -0.412 0.159 -1.740
Br 2.277 -1.946 -0.286
H 1.806 -2.347 -1.454

The calculation returns the following DFT total energy values, one per record and in order: -859.22537; -859.09160; -517.81419; -517.75565; -517.80443; -916.08034; -915.97028; -1314.19501; -5798.21560; -5392.75640 Eh.